Formula: C23H32N3O6PS3V
Source: OMol25
Level of theory: ωB97M-V/def2-TZVPD

The geometry in XYZ format:
```
69
Properties=species:S:1:pos:R:3:lowdin_charge:R:1
V 0.07 0.01 -0.36 0.7058
O -1.41 -1.65 3.30 0.2136
C -0.98 -0.98 2.26 -0.4162
O -0.28 -1.46 1.37 -0.0306
C -1.40 0.43 2.15 -0.1123
C -2.05 1.16 3.13 0.0952
C -2.37 2.49 2.85 0.0373
C -2.09 3.01 1.60 0.0751
C -1.44 2.20 0.67 -0.1350
N -1.06 0.93 0.95 0.0353
C -1.04 2.52 -0.69 -0.3559
O -1.38 3.63 -1.31 0.2494
O -0.34 1.67 -1.26 0.0198
H -1.11 -2.58 3.30 0.1736
H -2.28 0.71 4.08 0.1465
H -2.84 3.11 3.61 0.1385
H -2.35 4.03 1.36 0.1376
H -1.96 4.23 -0.82 0.1558
C 4.62 -3.38 0.56 0.0106
N 3.48 -2.79 -0.15 -0.1883
C 3.93 -1.77 -1.11 0.0028
C 2.37 -2.32 0.74 -0.1406
C 2.53 -0.94 1.33 -0.2414
C 3.44 -0.74 2.37 -0.0249
C 3.60 0.51 2.94 -0.0481
C 2.86 1.58 2.47 -0.0516
C 1.91 1.37 1.47 -0.0919
C 1.72 0.12 0.91 -0.1454
H 5.33 -3.81 -0.15 0.1144
H 4.29 -4.18 1.22 0.1137
H 5.14 -2.61 1.14 0.1033
H 3.03 -3.54 -0.71 0.0779
H 3.99 -0.79 -0.63 0.1128
H 3.21 -1.72 -1.93 0.0519
H 4.90 -2.03 -1.51 0.1153
H 2.25 -3.06 1.53 0.1464
H 1.46 -2.33 0.13 0.0105
H 4.00 -1.58 2.76 0.1153
H 4.30 0.64 3.75 0.1178
H 2.99 2.56 2.90 0.1156
H 1.32 2.23 1.16 0.0990
C -1.95 -5.12 -0.85 -0.0857
C -2.67 -4.64 -2.09 -0.4209
C -3.99 -3.96 -1.76 -0.0469
O -1.85 -3.74 -2.88 -0.2810
P -0.72 -2.75 -2.41 0.0263
S 0.93 -3.67 -1.81 0.4323
S -1.62 -1.44 -1.05 0.5311
O -0.29 -1.95 -3.68 -0.3545
C -1.00 -1.54 -4.88 -0.4211
C -1.17 -2.75 -5.79 -0.0265
C -2.30 -0.84 -4.54 -0.0431
H -2.60 -5.78 -0.29 0.0934
H -1.67 -4.28 -0.21 0.0456
H -1.05 -5.68 -1.12 0.0611
H -2.84 -5.47 -2.78 0.1558
H -3.84 -3.12 -1.08 0.0423
H -4.65 -4.68 -1.29 0.0924
H -4.47 -3.60 -2.66 0.0870
H -0.30 -0.83 -5.34 0.1147
H -1.95 -3.41 -5.41 0.0803
H -0.23 -3.29 -5.84 0.0948
H -1.44 -2.42 -6.79 0.0945
H -2.99 -1.52 -4.05 0.0732
H -2.76 -0.48 -5.45 0.0966
H -2.12 0.01 -3.88 0.0700
S 2.21 0.16 -4.21 0.9043
C 1.59 -0.07 -2.80 -0.8212
N 1.12 -0.29 -1.72 -0.1035
```

Values from the calculation:
2S+1 = 2
LUMO (alpha / beta) = -7.5 / -7.8 eV
HOMO (alpha / beta) = -13.2 / -13.3 eV
max |F| = 3.1 eV Å⁻¹
E_tot = -3990.85323 Eh
energy relative to the best compared isomer or geometry (same formula, charge and spin) = 0.216 eV
charge = +2
frontier orbital gap (alpha / beta) = 0.211 / 0.203 hartree

---

Formula: C5H7NO
Source: OMol25
Level of theory: ωB97M-V/def2-TZVPD

The geometry in XYZ format:
```
14
Properties=species:S:1:pos:R:3:lowdin_charge:R:1
C 2.37 -0.28 0.81 0.1062
C 1.78 0.68 0.34 -0.0863
C 0.48 0.62 -0.37 -0.3627
N -0.41 1.73 -0.62 0.0398
C -0.20 -0.69 0.17 -0.3631
C -1.66 -1.00 0.01 -0.0055
O 0.49 -1.53 0.70 0.0459
H 2.93 -1.10 1.20 0.0546
H 0.86 0.30 -1.34 0.1530
H 0.10 2.42 -1.16 0.0795
H -0.71 2.21 0.23 0.0815
H -2.12 -0.98 1.01 0.0956
H -2.20 -0.34 -0.66 0.0713
H -1.71 -2.04 -0.33 0.0903
```

Values from the calculation:
LUMO = 0.8 eV
HOMO = -9.4 eV
max |F| = 1.0 eV Å⁻¹
E_tot = -324.59623 Eh
energy relative to the best compared isomer or geometry (same formula, charge and spin) = 3.489 eV
SMILES string = C#C[C@H](N)C(C)=O
charge = 0
frontier orbital gap = 0.372 hartree

---

Formula: C43H49BBrF6InN8OPS3
Source: OMol25
Level of theory: ωB97M-V/def2-TZVPD

The geometry in XYZ format:
```
114
Properties=species:S:1:pos:R:3:lowdin_charge:R:1
In -10.47 -11.58 17.95 0.6138
C -12.37 -12.29 12.70 -0.0017
C -11.80 -13.56 13.19 -0.2032
C -11.26 -14.56 12.43 0.1059
C -10.73 -15.77 13.01 -0.1686
N -10.78 -16.00 14.30 0.2283
N -11.34 -15.04 15.03 0.0009
B -11.57 -14.90 16.54 -0.8537
N -12.73 -15.64 17.12 -0.0409
N -13.22 -16.58 16.32 0.1915
C -14.21 -17.31 16.76 -0.1817
C -14.71 -17.11 18.07 0.0795
C -14.15 -16.22 18.93 -0.2429
C -14.60 -16.02 20.32 -0.0540
C -13.11 -15.39 18.39 -0.5905
S -12.40 -14.11 19.27 0.7919
C -14.86 -18.27 15.77 -0.5269
C -16.35 -17.90 15.60 -0.0276
C -14.13 -18.21 14.41 -0.0589
C -14.79 -19.71 16.33 -0.0367
N -10.22 -15.29 17.25 0.0146
N -10.29 -16.58 17.49 0.2005
C -9.24 -17.22 18.02 -0.1343
C -8.10 -16.49 18.39 0.0874
C -7.98 -15.17 18.08 -0.2124
C -6.72 -14.41 18.37 -0.0285
C -9.12 -14.59 17.44 -0.5406
S -8.95 -13.00 16.73 0.7866
C -9.39 -18.75 18.18 -0.5280
C -8.02 -19.33 18.50 -0.0597
C -10.44 -19.01 19.29 -0.0157
C -9.85 -19.31 16.81 -0.0322
C -11.81 -13.90 14.55 -0.4002
S -12.30 -13.12 16.06 0.9999
C -10.16 -16.85 12.13 -0.5564
C -11.30 -17.47 11.36 -0.0259
C -9.48 -17.93 12.99 -0.0501
C -9.13 -16.22 11.17 -0.0306
H -12.44 -12.33 11.60 0.1062
H -13.33 -12.10 13.13 0.0882
H -11.73 -11.46 13.05 0.0982
H -11.16 -14.42 11.36 0.1346
H -15.52 -17.71 18.43 0.1241
H -15.45 -16.67 20.60 0.0993
H -13.75 -16.23 20.99 0.0970
H -14.84 -14.97 20.48 0.0718
H -16.46 -16.93 15.12 0.0899
H -16.80 -18.64 14.96 0.0902
H -16.87 -17.93 16.56 0.0859
H -14.13 -17.19 14.01 0.0798
H -13.07 -18.49 14.44 0.0745
H -14.58 -18.85 13.68 0.0790
H -15.39 -19.80 17.27 0.0948
H -15.20 -20.46 15.64 0.1009
H -13.76 -20.00 16.56 0.0793
H -7.27 -17.02 18.85 0.1255
H -5.98 -15.07 18.83 0.0994
H -6.33 -14.04 17.43 0.0847
H -6.95 -13.53 18.97 0.0977
H -7.70 -18.99 19.49 0.0885
H -8.03 -20.42 18.50 0.0944
H -7.20 -19.04 17.80 0.1088
H -10.07 -18.58 20.23 0.0910
H -11.40 -18.58 18.98 0.0781
H -10.53 -20.09 19.44 0.0964
H -9.15 -19.00 16.03 0.0821
H -9.97 -20.40 16.85 0.1003
H -10.78 -18.84 16.52 0.0563
H -11.99 -17.97 12.03 0.0832
H -11.88 -16.73 10.82 0.0887
H -10.95 -18.22 10.66 0.1029
H -10.14 -18.36 13.71 0.0550
H -9.12 -18.73 12.34 0.0960
H -8.61 -17.57 13.56 0.0944
H -9.62 -15.58 10.41 0.0867
H -8.44 -15.55 11.73 0.1028
H -8.54 -16.95 10.65 0.0911
Br -15.11 -11.95 23.72 0.9027
C -13.53 -11.73 22.76 -0.6244
C -12.34 -12.38 23.12 -0.0736
C -11.30 -12.36 22.27 0.0737
C -11.40 -11.72 20.94 -0.3388
O -10.47 -11.92 20.11 -0.0638
C -12.61 -11.00 20.62 -0.1246
C -12.92 -10.30 19.37 -0.0179
N -12.42 -10.62 18.24 0.0584
C -12.94 -10.00 17.05 -0.2188
C -14.24 -9.73 16.75 0.0136
C -14.62 -9.01 15.58 -0.0201
C -13.66 -8.55 14.71 0.0094
C -12.30 -8.88 14.98 -0.1331
C -11.26 -8.45 14.09 0.0423
C -9.97 -8.80 14.36 -0.0056
C -9.75 -9.65 15.44 -0.0964
N -10.68 -10.05 16.27 0.0297
C -11.96 -9.64 16.09 -0.1953
C -13.61 -11.00 21.56 -0.0491
H -12.25 -12.89 24.05 0.1181
H -10.38 -12.85 22.51 0.1349
H -13.71 -9.51 19.39 0.1761
H -14.98 -10.10 17.43 0.1221
H -15.66 -8.81 15.39 0.1154
H -13.91 -7.93 13.85 0.1312
H -11.50 -7.84 13.22 0.1371
H -9.11 -8.45 13.78 0.1318
H -8.76 -9.98 15.64 0.1218
H -14.53 -10.41 21.35 0.1341
F -9.24 -9.97 18.70 -0.2759
P -9.45 -8.21 19.27 0.2396
F -8.34 -7.91 18.16 -0.1200
F -10.59 -8.03 18.14 -0.1302
F -10.59 -8.70 20.29 -0.1224
F -9.53 -6.72 19.74 -0.0801
F -8.35 -8.56 20.35 -0.0985
```

Values from the calculation:
2S+1 = 2
LUMO (alpha / beta) = -5.6 / -7.8 eV
HOMO (alpha / beta) = -13.1 / -13.1 eV
max |F| = 2.0 eV Å⁻¹
E_tot = -7105.21959 Eh
energy relative to the best compared isomer or geometry (same formula, charge and spin) = 0.000 eV
charge = +2
frontier orbital gap (alpha / beta) = 0.276 / 0.198 hartree

---

Formula: C20H20BBrCdF4N5OS
Source: OMol25
Level of theory: ωB97M-V/def2-TZVPD

The geometry in XYZ format:
```
54
Properties=species:S:1:pos:R:3:lowdin_charge:R:1
Cd -0.56 -0.17 0.33 1.2387
N -0.35 0.10 4.66 0.0343
C -0.63 0.27 3.32 -0.9280
S -1.24 -1.16 2.50 0.4074
N -0.44 1.48 2.87 -0.0294
N -0.66 1.67 1.53 -0.1395
C -0.61 2.87 1.11 -0.1019
C -0.76 3.30 -0.28 -0.1544
C -0.61 4.68 -0.50 -0.0752
C -0.70 5.24 -1.75 -0.1259
C -0.94 4.40 -2.84 -0.1093
C -1.09 3.04 -2.66 -0.0405
C -1.01 2.43 -1.39 -0.4131
O -1.19 1.14 -1.31 -0.2691
H -0.05 -0.84 4.88 0.0594
H 0.28 0.81 5.01 0.0843
H -0.43 3.64 1.85 0.1153
H -0.42 5.31 0.36 0.1015
H -0.59 6.31 -1.89 0.0865
H -1.01 4.82 -3.84 0.0937
H -1.28 2.39 -3.51 0.1032
C 3.27 -4.11 -1.29 -0.0263
C 1.83 -3.71 -1.39 -0.2289
C 0.87 -4.48 -2.04 -0.0173
C -0.45 -4.04 -2.10 -0.1060
C -0.75 -2.84 -1.50 -0.7623
Br -2.52 -2.16 -1.58 0.7328
N 0.14 -2.09 -0.87 -0.0289
C 1.41 -2.52 -0.82 -0.0715
H 3.42 -5.14 -1.61 0.0752
H 3.63 -4.01 -0.26 0.0854
H 3.88 -3.46 -1.92 0.0701
H 1.15 -5.42 -2.50 0.1163
H -1.22 -4.61 -2.60 0.0973
H 2.10 -1.89 -0.28 0.0993
N 2.02 0.70 -1.77 0.1422
C 2.09 -0.17 -2.83 -0.3352
C 0.95 -0.48 -3.58 -0.0471
C 1.02 -1.42 -4.60 -0.1036
C 2.22 -2.06 -4.90 -0.1284
C 3.35 -1.74 -4.17 -0.1262
C 3.30 -0.81 -3.14 -0.0560
H 2.82 0.89 -1.20 0.1015
H 1.19 1.25 -1.63 0.0614
H 0.01 0.00 -3.33 0.0937
H 0.12 -1.65 -5.16 0.0990
H 2.26 -2.80 -5.70 0.0860
H 4.29 -2.23 -4.39 0.0965
H 4.19 -0.58 -2.56 0.1115
F 1.86 -0.08 1.07 -0.0254
B 2.96 -0.49 1.92 -1.2280
F 2.48 -0.73 3.21 0.1069
F 3.51 -1.67 1.36 0.0739
F 3.91 0.53 1.91 0.1038
```

Values from the calculation:
LUMO = 2.4 eV
HOMO = -4.8 eV
max |F| = 0.7 eV Å⁻¹
E_tot = -4687.81970 Eh
charge = -1
frontier orbital gap = 0.264 hartree

---

Formula: C2H12NO2
Source: OMol25
Level of theory: ωB97M-V/def2-TZVPD

The geometry in XYZ format:
```
17
Properties=species:S:1:pos:R:3:lowdin_charge:R:1
C 0.03 2.11 0.85 0.0721
N 0.60 1.19 -0.34 -0.0826
C 0.65 1.64 -1.72 -0.0914
H -0.35 1.37 1.43 0.0345
H -0.98 2.50 0.44 0.1426
H 0.73 2.77 1.35 0.1099
H 1.58 1.02 -0.07 0.1657
H 0.12 0.19 -0.12 0.1342
H 1.17 2.68 -1.64 0.1302
H 1.13 1.14 -2.67 0.1426
H -0.31 2.02 -2.27 0.1256
H -1.02 -5.13 0.97 0.1630
H -0.07 -4.64 2.06 0.2287
O -0.70 -4.30 1.33 0.4544
H -0.71 -2.03 0.78 0.0950
H -1.31 -1.28 -0.53 0.1308
O -0.60 -1.25 0.15 0.0446
```

Values from the calculation:
2S+1 = 2
LUMO (alpha / beta) = -8.1 / -16.1 eV
HOMO (alpha / beta) = -19.4 / -19.4 eV
max |F| = 6.0 eV Å⁻¹
E_tot = -287.76117 Eh
energy relative to the best compared isomer or geometry (same formula, charge and spin) = 1.823 eV
charge = +2
frontier orbital gap (alpha / beta) = 0.418 / 0.121 hartree